DFT (ωB97M-V/def2-TZVPD) results for a cluster of 5 separate species, C19H47ClO16S5 in total.

Cartesian coordinates (Å):
C 3.930 -4.864 3.711
C 4.753 -3.629 3.241
C 4.413 -2.301 4.003
C 3.348 -1.515 3.183
O 2.127 -1.314 3.966
O 1.152 -0.935 3.004
S -0.299 -1.585 3.549
O -1.278 -0.486 3.314
O -0.719 -2.890 2.561
C -1.251 -3.947 3.372
Cl -0.360 -5.497 3.090
C -2.785 -4.120 3.181
C -3.475 -2.777 3.607
H 4.067 -5.653 2.940
H 2.850 -4.660 3.835
H 4.362 -5.286 4.643
H 4.582 -3.481 2.156
H 5.846 -3.807 3.342
H 4.089 -2.490 5.047
H 5.320 -1.662 4.042
H 3.682 -0.499 2.883
H 3.018 -2.044 2.264
H -1.056 -3.654 4.427
H -3.188 -4.962 3.769
H -2.967 -4.272 2.101
H -3.298 -2.044 2.797
H -4.564 -2.862 3.755
H -2.956 -2.423 4.523
O 2.781 0.967 -1.250
S 2.439 2.334 -0.958
O 3.027 3.028 0.153
O 0.838 2.461 -0.871
C 0.139 1.610 0.053
C 0.315 2.055 1.492
C 2.670 3.311 -2.411
H 0.450 0.571 -0.080
H -0.916 1.667 -0.215
H 1.351 1.949 1.813
H -0.306 1.455 2.157
H 0.047 3.107 1.606
H 2.206 2.813 -3.255
H 3.742 3.404 -2.576
H 2.234 4.293 -2.247
O 3.706 4.668 -5.277
S 4.382 5.791 -5.869
O 3.677 6.742 -6.680
O 5.663 5.256 -6.679
C 5.459 4.262 -7.693
C 4.831 4.841 -8.947
C 5.259 6.668 -4.611
H 4.864 3.434 -7.298
H 6.445 3.863 -7.935
H 3.816 5.191 -8.755
H 4.783 4.088 -9.735
H 5.406 5.696 -9.305
H 5.822 5.958 -4.009
H 4.521 7.182 -3.997
H 5.918 7.392 -5.083
O -7.019 -2.877 5.239
S -7.442 -1.564 5.644
O -6.937 -0.947 6.838
O -9.050 -1.520 5.670
C -9.741 -2.484 6.477
C -9.645 -2.167 7.958
C -7.207 -0.445 4.297
H -9.373 -3.490 6.263
H -10.785 -2.449 6.168
H -8.619 -2.255 8.316
H -10.263 -2.854 8.538
H -9.970 -1.144 8.153
H -7.614 -0.888 3.392
H -6.135 -0.285 4.190
H -7.701 0.495 4.532
O -1.241 -1.708 -4.498
S -0.570 -1.187 -5.657
O 0.491 -1.913 -6.295
O -0.066 0.306 -5.339
C 0.778 0.509 -4.196
C 2.192 0.014 -4.440
C -1.772 -0.761 -6.880
H 0.343 0.042 -3.309
H 0.800 1.583 -4.017
H 2.215 -1.069 -4.561
H 2.838 0.272 -3.602
H 2.598 0.451 -5.355
H -2.565 -0.182 -6.412
H -2.170 -1.690 -7.283
H -1.284 -0.193 -7.669

Results
HOMO ... -10.311 eV
Total charge ... 0
Kohn-Sham gap ... 10.75 eV
F_max ... 2.95 eV Å⁻¹

Atom charges from the Löwdin analysis, given in e for atoms 1 to 8: -0.1073, -0.2589, -0.1583, -0.1605, -0.1794, -0.3167, 1.0416, -0.3987

DFT (ωB97M-V/def2-TZVPD) results for a structure of composition C12H19GeMoN4S.

Cartesian coordinates (Å):
Mo 0.760 -0.186 -0.038
C -2.163 -2.320 2.606
C -1.351 -1.353 1.839
N -0.280 -1.672 1.171
N 0.100 -2.974 1.185
C 1.324 -3.194 0.849
N 1.904 -4.375 0.814
S 2.303 -1.713 0.518
C -1.669 0.078 1.769
C -2.730 0.695 2.397
C -2.880 2.078 2.283
C -1.952 2.805 1.553
C -0.912 2.125 0.941
N -0.781 0.794 1.036
H -1.563 -3.172 2.912
H -2.971 -2.698 1.968
H -2.617 -1.853 3.478
H 1.384 -5.190 1.117
H 2.871 -4.502 0.558
H -3.435 0.119 2.980
H -3.709 2.575 2.771
H -2.021 3.879 1.456
H -0.168 2.667 0.363
C 2.162 1.280 -1.187
Ge 0.969 0.431 -2.681
C 2.093 -0.703 -3.784
C -0.274 1.775 -3.321
C -0.064 -0.931 -1.372
H 2.101 2.312 -1.554
H 3.191 0.932 -1.316
H 2.108 1.505 -0.087
H 2.730 -0.046 -4.381
H 1.484 -1.298 -4.464
H 2.713 -1.356 -3.170
H 0.315 2.542 -3.830
H -0.844 2.230 -2.513
H -0.965 1.340 -4.043
H -0.570 -1.805 -1.789

Results
HOMO ... -18.745 eV
Total charge ... +3
Kohn-Sham gap ... 5.54 eV
F_max ... 0.86 eV Å⁻¹

Atom charges from the Löwdin analysis, given in e for atoms 1 to 8: 1.2515, 0.0389, -0.1866, -0.1589, 0.0415, -0.6871, 0.1817, 0.8078

Which of these has the highest HOMO? C19H47ClO16S5